*w*
C15H18N2O2S | ωB97M-V/def2-TZVPD

Computed properties:
SMILES string = CCc1ccccc1NC(=O)CSc1nc(C)c(C)o1

```
! RIJCOSX wB97M-V def2-TZVPD def2/J DEFGRID3
* xyz 0 1
C -1.832 -0.757 2.413
C -1.459 -1.282 1.025
C -2.224 -0.552 -0.045
C -3.320 -1.152 -0.647
C -4.083 -0.483 -1.588
C -3.754 0.815 -1.937
C -2.661 1.432 -1.357
C -1.893 0.758 -0.415
N -0.766 1.362 0.166
C -0.564 2.681 0.367
O -1.342 3.573 0.116
C 0.798 2.968 1.003
S 2.142 2.937 -0.234
C 2.502 1.243 -0.271
N 1.873 0.271 0.323
C 2.579 -0.866 -0.011
C 2.187 -2.214 0.474
C 3.619 -0.507 -0.814
C 4.705 -1.270 -1.477
O 3.567 0.851 -0.977
H -1.620 0.306 2.494
H -2.894 -0.906 2.598
H -1.271 -1.283 3.183
H -1.694 -2.347 0.971
H -0.384 -1.169 0.875
H -3.583 -2.162 -0.367
H -4.932 -0.972 -2.041
H -4.344 1.349 -2.666
H -2.402 2.444 -1.622
H -0.005 0.738 0.435
H 1.054 2.250 1.781
H 0.799 3.983 1.396
H 1.861 -2.158 1.509
H 3.033 -2.892 0.399
H 1.367 -2.611 -0.125
H 5.460 -1.577 -0.753
H 4.304 -2.161 -1.956
H 5.177 -0.640 -2.226
*
```

***

*x*
C15H18N2O2S | ωB97M-V/def2-TZVPD

Computed properties:
SMILES string = Cc1ccc(CNS(=O)(=O)NCc2ccccc2)cc1

```
! RIJCOSX wB97M-V def2-TZVPD def2/J DEFGRID3
* xyz 0 1
C 5.602 0.808 -1.068
C 4.456 -0.142 -0.904
C 4.496 -1.164 0.035
C 3.425 -2.025 0.188
C 2.290 -1.889 -0.600
C 1.091 -2.769 -0.377
N 0.181 -2.197 0.613
S -0.595 -0.804 0.122
O 0.158 0.359 0.482
O -0.996 -0.991 -1.238
N -1.907 -0.909 1.134
C -2.330 0.270 1.866
C -3.326 1.126 1.127
C -4.458 1.612 1.766
C -5.368 2.400 1.081
C -5.156 2.702 -0.253
C -4.029 2.218 -0.898
C -3.117 1.435 -0.212
C 2.245 -0.868 -1.541
C 3.315 -0.008 -1.688
H 5.317 1.800 -0.717
H 6.469 0.478 -0.500
H 5.881 0.894 -2.117
H 5.373 -1.287 0.655
H 3.472 -2.815 0.926
H 0.504 -2.866 -1.291
H 1.382 -3.761 -0.021
H 0.649 -2.003 1.486
H -2.662 -1.401 0.681
H -1.414 0.839 2.047
H -2.743 -0.052 2.828
H -4.628 1.376 2.807
H -6.245 2.774 1.588
H -5.867 3.314 -0.789
H -3.859 2.451 -1.938
H -2.237 1.056 -0.711
H 1.361 -0.748 -2.148
H 3.268 0.784 -2.422
*
```

***

Stability summary: most stable *w*, least stable *x*.

***

*w*
C23H27N3O5S | ωB97M-V/def2-TZVPD

Computed properties:
SMILES string = Cc1ccc(C)c(C(=O)OCC(=O)Nc2cccc(S(=O)(=O)NC3=NCCCCC3)c2)c1

```
! RIJCOSX wB97M-V def2-TZVPD def2/J DEFGRID3
* xyz 0 1
C 3.226 -1.383 -0.212
C 2.962 0.082 -0.071
C 3.317 0.988 -1.064
C 3.033 2.333 -0.930
C 2.357 2.834 0.176
C 2.042 4.291 0.259
C 1.997 1.928 1.188
C 1.183 2.364 2.341
O 0.516 3.365 2.407
O 1.210 1.448 3.349
C 0.226 1.550 4.363
C -0.864 0.474 4.208
O -1.782 0.378 4.987
N -0.645 -0.310 3.125
C -1.382 -1.357 2.585
C -2.563 -1.846 3.138
C -3.234 -2.887 2.518
C -2.754 -3.443 1.341
C -1.582 -2.942 0.809
S -0.947 -3.549 -0.739
O 0.438 -3.209 -0.878
O -1.337 -4.910 -0.956
N -1.859 -2.689 -1.874
C -1.715 -1.336 -2.054
N -1.126 -0.692 -1.137
C -0.897 0.724 -1.260
C 0.038 1.092 -2.416
C -0.652 1.133 -3.778
C -1.180 -0.224 -4.240
C -2.288 -0.770 -3.333
C -0.887 -1.923 1.412
C 2.326 0.578 1.055
H 2.317 -1.901 -0.528
H 3.539 -1.814 0.736
H 3.996 -1.569 -0.956
H 3.824 0.635 -1.951
H 3.331 3.017 -1.712
H 0.966 4.446 0.183
H 2.535 4.835 -0.543
H 2.353 4.704 1.216
H 0.715 1.423 5.332
H -0.248 2.538 4.328
H 0.188 -0.087 2.591
H -2.943 -1.404 4.046
H -4.146 -3.263 2.955
H -3.260 -4.253 0.842
H -2.297 -3.243 -2.589
H -0.436 1.035 -0.318
H -1.845 1.269 -1.367
H 0.856 0.369 -2.435
H 0.466 2.076 -2.211
H 0.061 1.500 -4.520
H -1.481 1.845 -3.739
H -0.360 -0.943 -4.278
H -1.579 -0.115 -5.252
H -2.849 -1.546 -3.858
H -2.980 0.038 -3.079
H 0.016 -1.571 0.941
H 2.083 -0.111 1.851
*
```

***

*x*
C23H27N3O5S | ωB97M-V/def2-TZVPD

Computed properties:
SMILES string = COc1ccccc1[C@@H](CNC(=O)c1ccc(S(=O)(=O)NCc2ccco2)cc1)N(C)C

```
! RIJCOSX wB97M-V def2-TZVPD def2/J DEFGRID3
* xyz 0 1
C 2.030 1.186 3.656
O 2.321 0.589 2.415
C 2.102 1.296 1.274
C 1.571 2.581 1.247
C 1.357 3.228 0.042
C 1.660 2.597 -1.148
C 2.180 1.312 -1.126
C 2.418 0.646 0.067
C 2.965 -0.767 0.120
C 2.256 -1.668 -0.928
N 0.827 -1.543 -0.772
C 0.093 -2.413 -0.038
O 0.471 -3.521 0.280
C -1.264 -1.873 0.306
C -1.381 -0.601 0.863
C -2.631 -0.097 1.170
C -3.751 -0.857 0.895
S -5.367 -0.131 1.169
O -6.366 -1.061 0.744
O -5.424 0.423 2.488
N -5.431 1.178 0.132
C -5.247 0.915 -1.278
C -3.809 0.829 -1.684
C -2.798 1.745 -1.616
C -1.635 1.091 -2.092
C -2.025 -0.171 -2.414
O -3.334 -0.339 -2.166
C -3.651 -2.129 0.370
C -2.397 -2.649 0.093
N 4.417 -0.772 0.084
C 5.028 -0.271 -1.126
C 4.997 -2.032 0.492
H 0.966 1.425 3.751
H 2.297 0.443 4.405
H 2.625 2.090 3.817
H 1.322 3.091 2.165
H 0.949 4.227 0.041
H 1.499 3.100 -2.090
H 2.400 0.825 -2.064
H 2.694 -1.168 1.104
H 2.510 -2.714 -0.748
H 2.535 -1.399 -1.949
H 0.446 -0.623 -0.938
H -0.496 -0.014 1.065
H -2.749 0.878 1.617
H -4.925 1.972 0.490
H -5.755 1.704 -1.844
H -5.742 -0.038 -1.475
H -2.870 2.760 -1.282
H -0.655 1.514 -2.179
H -1.492 -1.009 -2.816
H -4.556 -2.685 0.184
H -2.285 -3.644 -0.307
H 6.100 -0.178 -0.951
H 4.883 -0.928 -1.997
H 4.635 0.718 -1.352
H 4.896 -2.824 -0.265
H 4.525 -2.368 1.414
H 6.059 -1.878 0.683
*
```

***

Stability summary: most stable *w*, least stable *x*.

***

*w*
C2H3NS2 | ωB97M-V/def2-TZVPD

```
! RIJCOSX wB97M-V def2-TZVPD def2/J DEFGRID3
* xyz 0 1
C 0.310 0.561 -0.846
C -0.058 -0.435 0.440
N 0.826 1.654 -0.804
S 0.926 -0.075 1.644
S -1.213 -1.512 -0.102
H 0.207 0.115 -1.804
H 0.241 1.960 0.524
H -1.239 -2.268 0.948
*
```

***

*x*
C2H3NS2 | ωB97M-V/def2-TZVPD

Computed properties:
SMILES string = S=CNC=S

```
! RIJCOSX wB97M-V def2-TZVPD def2/J DEFGRID3
* xyz 0 1
S 1.273 0.402 1.834
C 1.157 -0.050 0.292
N 0.159 -0.047 -0.498
C -1.197 -0.126 -0.198
S -1.704 0.865 1.098
H 2.051 -0.319 -0.212
H 0.303 -0.229 -1.404
H -2.042 -0.496 -0.913
*
```

***

*y*
C2H3NS2 | ωB97M-V/def2-TZVPD

Computed properties:
SMILES string = S=CNC=S

```
! RIJCOSX wB97M-V def2-TZVPD def2/J DEFGRID3
* xyz 0 1
S -1.923 -0.679 0.004
C -1.210 0.717 -0.028
N 0.048 1.228 -0.130
C 1.310 0.744 0.043
S 1.857 -0.751 0.004
H -1.864 1.566 0.461
H 0.038 2.305 0.047
H 1.948 1.636 0.184
*
```

***

Stability summary: most stable *y*, least stable *w*.